C39H39BBrF14N3OSrTe as an isolated structure at a distorted geometry, computed with wB97M-V/def2-TZVPD.

**Relative energy (zero: lowest compared OMol25 entry of this formula, charge and spin)**: 49.4 kcal per mole
**Maximum force**: 3.6 eV/A
**LUMO level**: 3.64 eV

Geometry as ORCA input:
```
! wB97M-V def2-TZVPD RIJCOSX def2/J DEFGRID3
* xyz -2 1
Sr 1.6475 -0.8109 1.1491
C 3.3025 -1.2285 4.2233
N 3.2358 -1.0054 2.7699
C 3.8059 -2.1780 1.9576
C 2.8584 -3.4285 1.8302
N 1.9119 -3.2374 0.7146
C 1.5108 -4.3247 0.0389
C 0.9033 -4.1159 -1.2309
F 0.7840 -2.8582 -1.6790
C 0.4570 -5.1270 -2.0436
F -0.0794 -4.8383 -3.2426
C 0.5705 -6.4565 -1.6580
F 0.1494 -7.4550 -2.4684
C 1.1280 -6.7172 -0.4280
F 1.2276 -7.9905 0.0009
C 1.5726 -5.6918 0.3929
F 2.0033 -6.0733 1.6237
C 3.7859 0.3638 2.3338
C 4.3196 0.5462 0.8596
N 3.3355 0.2706 -0.2077
C 3.7866 0.4934 -1.4733
C 5.0354 0.9396 -1.9454
F 6.0669 1.2192 -1.1033
C 5.3197 1.1245 -3.2921
F 6.5440 1.5533 -3.6506
C 4.3805 0.8778 -4.2635
F 4.6593 1.0593 -5.5705
C 3.1311 0.4284 -3.8559
F 2.1897 0.1739 -4.7743
C 2.8597 0.2480 -2.5221
F 1.6449 -0.1965 -2.1886
H 4.3386 -1.4240 4.5345
H 2.6695 -2.0712 4.4975
H 2.9287 -0.3460 4.7414
H 4.7604 -2.4694 2.4063
H 3.9949 -1.8515 0.9167
H 2.3622 -3.6295 2.7885
H 3.5300 -4.2721 1.6499
H 4.6314 0.6244 2.9773
H 2.9977 1.1276 2.5038
H 5.2309 -0.0572 0.7732
H 4.6586 1.5886 0.8280
C -5.2601 0.9466 -3.7373
C -4.9888 -0.3352 -2.9527
C -6.2160 -0.6336 -2.0819
C -4.8103 -1.4824 -3.9570
C -3.7410 -0.2178 -2.0785
C -3.3663 -1.2883 -1.2565
C -2.2197 -1.2342 -0.5040
Br -1.8067 -2.6773 0.6265
C -1.3269 -0.1105 -0.5301
O -0.2453 -0.1564 0.1663
C -1.7413 0.9997 -1.3027
C -2.9170 0.8912 -2.0595
C -0.9686 2.3280 -1.4211
C 0.2624 2.4297 -0.5173
C -1.8962 3.4901 -1.0296
C -0.5013 2.5283 -2.8711
H -6.1654 0.8247 -4.3390
H -4.4369 1.1852 -4.4141
H -5.4082 1.8022 -3.0742
H -7.1198 -0.7129 -2.6958
H -6.3705 0.1574 -1.3443
H -6.1012 -1.5715 -1.5373
H -5.6794 -1.5573 -4.6194
H -4.6892 -2.4403 -3.4486
H -3.9196 -1.3242 -4.5685
H -3.9762 -2.1828 -1.2010
H -3.1814 1.7416 -2.6744
H -0.0142 2.3506 0.5359
H 0.7269 3.4116 -0.6714
H 1.0148 1.6669 -0.7043
H -2.2649 3.3656 -0.0095
H -2.7581 3.5674 -1.6936
H -1.3537 4.4408 -1.0709
H 0.0620 1.6641 -3.2262
H 0.1450 3.4095 -2.9410
H -1.3433 2.6769 -3.5522
C 0.8357 3.0497 3.0756
Te 0.3521 1.0088 3.5091
C -1.5667 1.4925 2.8050
C -1.6568 3.0004 2.8219
C -2.8851 3.6394 2.6690
C -2.9744 5.0206 2.7115
C -1.8263 5.7803 2.9066
C -0.5998 5.1506 3.0384
C -0.4983 3.7616 2.9906
H 1.3599 3.1152 2.1199
H 1.4740 3.4673 3.8529
H -2.2984 1.0293 3.4638
H -1.6915 1.0882 1.7991
H -3.7753 3.0409 2.5139
H -3.9367 5.5035 2.5931
H -1.8905 6.8606 2.9551
H 0.3007 5.7385 3.1784
F -0.2145 -1.7287 3.7856
B -0.0670 -2.4985 4.9882
F 0.4982 -1.7064 5.9900
F 0.8084 -3.5741 4.6920
F -1.3215 -2.9773 5.3836
*
```